1.
DFT (the ωB97M-V functional and the def2-TZVPD basis) results for a cluster of 5 separate species, C28H54N5O in total at a distorted geometry.

CARTESIAN COORDINATES (ANGSTROEM)
C1 -0.6007 3.3195 0.3265
C2 0.2033 2.2332 0.5905
N1 0.4708 1.1482 -0.4166
C3 0.9076 1.8592 -1.6703
C4 1.4934 0.9545 -2.7593
C5 1.5156 0.2521 0.1501
C6 2.8538 0.9515 0.5005
C7 4.0186 0.4927 -0.3992
O1 4.1161 -0.9116 -0.3979
C8 4.5634 -1.4449 -1.6502
C9 -0.8667 0.4708 -0.6757
C10 -0.8286 -0.9550 -1.2856
C11 -0.9919 -1.9768 -0.1234
C12 -2.0776 -1.1019 -2.1650
H1 -0.1556 4.3136 0.3001
H2 -1.6634 3.2099 0.1074
H3 0.6263 2.0609 1.5769
H4 0.0818 2.4145 -2.1127
H5 1.6611 2.6088 -1.4233
H6 0.7424 0.3606 -3.2859
H7 2.2791 0.2809 -2.4235
H8 1.9458 1.6078 -3.5143
H9 1.1018 -0.1569 1.0725
H10 1.7486 -0.5824 -0.5084
H11 2.8373 2.0406 0.4378
H12 3.1175 0.6494 1.5161
H13 4.9323 0.9054 0.0549
H14 3.9405 0.9407 -1.3947
H15 3.6988 -1.8546 -2.1819
H16 5.2888 -2.2357 -1.4538
H17 5.0690 -0.6954 -2.2632
H18 -1.4822 1.1287 -1.2903
H19 -1.3786 0.4065 0.2894
H20 0.0968 -1.2069 -1.7986
H21 -0.2237 -1.8715 0.6446
H22 -1.9815 -1.9029 0.3343
H23 -0.9111 -2.9791 -0.5522
H24 -2.0807 -0.3517 -2.9660
H25 -2.1362 -2.0806 -2.6418
H26 -2.9921 -0.9388 -1.5881
C13 1.2088 2.1846 -8.0098
C14 2.6769 2.5316 -8.2304
C15 3.6334 1.4889 -7.6426
C16 3.5773 1.4472 -6.1824
N2 3.5330 1.4224 -5.0352
H27 0.9562 2.1770 -6.9474
H28 0.5688 2.9194 -8.4971
H29 0.9704 1.2038 -8.4254
H30 2.8881 3.5138 -7.8040
H31 2.8672 2.6038 -9.3020
H32 4.6569 1.7215 -7.9419
H33 3.4048 0.4991 -8.0414
C17 -2.1053 -2.5689 3.9297
C18 -3.3827 -1.7456 3.8018
C19 -4.6516 -2.5927 3.9108
C20 -4.7941 -3.5083 2.7797
N3 -4.8984 -4.2187 1.8839
H34 -2.0109 -3.2863 3.1120
H35 -1.2313 -1.9157 3.9034
H36 -2.0827 -3.1181 4.8721
H37 -3.3772 -1.2072 2.8503
H38 -3.3993 -0.9931 4.5922
H39 -5.5242 -1.9386 3.9416
H40 -4.6527 -3.1592 4.8438
C21 5.0035 6.5431 1.1346
C22 3.9510 5.8034 1.9525
C23 2.6981 5.4620 1.1405
C24 1.9480 6.6538 0.7460
N4 1.3590 7.5874 0.4327
H41 4.6385 7.5163 0.8034
H42 5.8979 6.7107 1.7332
H43 5.2923 5.9675 0.2527
H44 3.6783 6.4007 2.8236
H45 4.3831 4.8726 2.3273
H46 2.0406 4.8225 1.7363
H47 2.9709 4.8925 0.2478
C25 -6.2548 -7.0159 4.3091
C26 -5.2596 -6.8112 5.4458
C27 -5.9264 -6.4356 6.7729
C28 -6.5529 -5.1139 6.7242
N5 -7.0390 -4.0743 6.6827
H48 -6.7860 -6.0927 4.0721
H49 -5.7344 -7.3385 3.4078
H50 -6.9911 -7.7799 4.5651
H51 -4.5358 -6.0431 5.1623
H52 -4.6982 -7.7355 5.5937
H53 -5.1795 -6.4331 7.5689
H54 -6.6743 -7.1825 7.0440

Summary:
Total charge   +1

How is the electron density shared among the atoms? According to Löwdin, the charges in e are:
1 C 0.087
2 C -0.091
3 N -0.205
4 C -0.142
5 C -0.058
6 C -0.109
7 C -0.117
8 C -0.246
9 O -0.183
10 C -0.075
11 C -0.085
12 C -0.379
13 C -0.063
14 C -0.065
15 H 0.074
16 H 0.086
17 H 0.136
18 H 0.133
19 H 0.125
20 H 0.084
21 H 0.054
22 H 0.044
23 H 0.133
24 H 0.121
25 H 0.102
26 H 0.126
27 H 0.133
28 H 0.108
29 H 0.086
30 H 0.092
31 H 0.091
32 H 0.128
33 H 0.140
34 H 0.118
35 H 0.066
36 H 0.080
37 H 0.092
38 H 0.082
39 H 0.091
40 H 0.093
41 C -0.107
42 C -0.257
43 C -0.181
44 C -0.196
45 N 0.155
46 H 0.066
47 H 0.075
48 H 0.078
49 H 0.113
50 H 0.112
51 H 0.123
52 H 0.124
53 C -0.111
54 C -0.264
55 C -0.189
56 C -0.239
57 N 0.150
58 H 0.068
59 H 0.065
60 H 0.078
61 H 0.098
62 H 0.110
63 H 0.123
64 H 0.106
65 C -0.103
66 C -0.259
67 C -0.214
68 C -0.241
69 N 0.158
70 H 0.077
71 H 0.077
72 H 0.076
73 H 0.116
74 H 0.106
75 H 0.104
76 H 0.108
77 C -0.109
78 C -0.264
79 C -0.191
80 C -0.236
81 N 0.144
82 H 0.068
83 H 0.073
84 H 0.076
85 H 0.098
86 H 0.109
87 H 0.117
88 H 0.122



2.
DFT (the ωB97M-V functional and the def2-TZVPD basis) results for a structure of composition C28H55ClO19P2SSi2 at a distorted geometry.

CARTESIAN COORDINATES (ANGSTROEM)
C1 4.4036 -0.9217 1.2707
C2 4.8081 0.5340 0.7803
C3 4.0756 0.9473 -0.5689
C4 3.6595 2.4914 -0.5072
C5 2.5944 2.8343 -1.6166
C6 1.1171 2.3931 -1.2975
C7 0.5499 2.8911 0.1046
Si1 -0.7224 1.5582 0.6664
O1 -1.9983 2.2419 1.5920
Si2 -3.3632 1.2335 1.7861
C8 -3.5614 -0.1249 0.4870
C9 -2.9255 -1.4586 0.5881
C10 -3.1265 -2.5066 -0.4212
C11 -3.9824 -2.1827 -1.5764
C12 -4.6081 -0.8746 -1.7560
C13 -4.3841 0.1155 -0.7049
P1 -5.2708 2.3889 1.9869
O2 -4.9768 3.9178 1.3749
O3 -6.5249 1.7256 1.1038
S1 -5.8378 2.4395 3.8485
P2 0.4732 -0.0119 1.7012
O4 1.9212 0.7105 2.2690
Cl1 -0.4640 -0.6825 3.4469
H1 4.3285 -0.8749 2.3938
H2 3.3766 -1.2005 0.9141
H3 5.1710 -1.7013 1.0169
H4 4.4285 1.2416 1.5728
H5 5.9190 0.6936 0.7424
H6 3.1153 0.3732 -0.6632
H7 4.6824 0.7493 -1.4858
H8 3.3982 2.8319 0.5261
H9 4.6001 3.0541 -0.7873
H10 2.9041 2.2532 -2.5368
H11 2.6664 3.9157 -1.9295
H12 0.9303 1.2907 -1.3810
H13 0.4656 2.8751 -2.0842
H14 0.0271 3.8802 -0.0071
H15 1.3242 3.0257 0.9010
H16 -1.2149 0.9663 -0.5964
H17 -3.2005 0.5428 3.0808
H18 -2.2616 -1.7300 1.4420
H19 -2.6414 -3.5054 -0.3172
H20 -4.1663 -2.9548 -2.3554
H21 -5.2349 -0.5942 -2.6282
H22 -4.8569 1.1265 -0.7990
H23 -4.0272 4.0774 1.5615
H24 -6.4865 0.7495 1.1328
H25 2.2896 1.1372 1.4700
C14 -1.8571 -0.2383 10.4029
O5 -1.7692 0.4655 9.1645
C15 -0.8669 -0.0330 8.3115
O6 -0.1588 -0.9885 8.5091
O7 -0.8878 0.7126 7.2033
C16 0.0338 0.2922 6.1954
H26 -2.6162 0.2544 11.0079
H27 -2.1623 -1.2725 10.2373
H28 -0.9070 -0.1981 10.9375
H29 -0.1947 -0.7180 5.8659
H30 1.0598 0.3544 6.5628
H31 -0.0712 0.9656 5.3506
C17 0.8089 -2.9490 11.0307
O8 0.5938 -3.0783 12.4385
C18 -0.0227 -4.2085 12.7986
O9 -0.3912 -5.0818 12.0563
O10 -0.1596 -4.2000 14.1312
C19 -0.8073 -5.3560 14.6597
H32 1.3123 -1.9999 10.8578
H33 1.4490 -3.7522 10.6637
H34 -0.1400 -2.9383 10.4955
H35 -0.2320 -6.2554 14.4371
H36 -1.8217 -5.4418 14.2686
H37 -0.8612 -5.2375 15.7407
C20 3.6537 1.5372 -7.7311
O11 3.0180 2.7840 -8.0130
C21 2.7637 3.5282 -6.9305
O12 3.0217 3.2324 -5.7923
O13 2.1727 4.6585 -7.3343
C22 1.8413 5.5564 -6.2757
H38 3.8102 1.0226 -8.6780
H39 4.6248 1.6981 -7.2608
H40 3.0194 0.9141 -7.0997
H41 2.7398 5.8768 -5.7470
H42 1.1335 5.0943 -5.5864
H43 1.3707 6.4309 -6.7214
C23 -7.8662 -5.7273 -5.5029
O14 -8.4814 -5.2874 -4.2925
C24 -7.9932 -4.1375 -3.8151
O15 -7.1133 -3.4811 -4.3125
O16 -8.6514 -3.8431 -2.6887
C25 -8.2291 -2.6302 -2.0677
H44 -8.3413 -6.6632 -5.7917
H45 -8.0202 -4.9990 -6.2999
H46 -6.8021 -5.9107 -5.3495
H47 -8.3985 -1.7795 -2.7291
H48 -7.1785 -2.6909 -1.7797
H49 -8.8267 -2.4920 -1.1683
C26 8.7486 -0.1909 -12.2047
O17 8.4611 1.1371 -11.7681
C27 7.1680 1.3614 -11.5080
O18 6.2759 0.5590 -11.6121
O19 7.0391 2.6326 -11.1119
C28 5.7000 3.0140 -10.7989
H50 9.8206 -0.2532 -12.3836
H51 8.4822 -0.9156 -11.4345
H52 8.2274 -0.4111 -13.1369
H53 5.3125 2.4161 -9.9740
H54 5.0581 2.9216 -11.6757
H55 5.7144 4.0581 -10.4916

Summary:
Total charge   0

Löwdin population analysis, charges in e, atoms 1 to 99:
1 C -0.124
2 C -0.247
3 C -0.204
4 C -0.216
5 C -0.206
6 C -0.271
7 C -0.286
8 Si 0.385
9 O -0.418
10 Si 0.430
11 C -0.326
12 C -0.095
13 C -0.053
14 C -0.070
15 C -0.065
16 C -0.110
17 P 0.131
18 O -0.267
19 O -0.286
20 S 0.230
21 P 0.464
22 O -0.422
23 Cl 0.283
24 H 0.071
25 H 0.050
26 H 0.071
27 H 0.084
28 H 0.109
29 H 0.092
30 H 0.114
31 H 0.090
32 H 0.116
33 H 0.113
34 H 0.115
35 H 0.073
36 H 0.113
37 H 0.085
38 H 0.055
39 H 0.017
40 H -0.010
41 H 0.061
42 H 0.103
43 H 0.098
44 H 0.105
45 H 0.093
46 H 0.053
47 H 0.065
48 H -0.019
49 C -0.042
50 O 0.008
51 C -0.604
52 O 0.116
53 O 0.012
54 C -0.111
55 H 0.095
56 H 0.097
57 H 0.095
58 H 0.030
59 H 0.104
60 H 0.051
61 C -0.045
62 O 0.001
63 C -0.614
64 O 0.124
65 O -0.001
66 C -0.048
67 H 0.092
68 H 0.101
69 H 0.084
70 H 0.098
71 H 0.097
72 H 0.092
73 C -0.048
74 O -0.001
75 C -0.612
76 O 0.118
77 O 0.003
78 C -0.043
79 H 0.090
80 H 0.100
81 H 0.099
82 H 0.098
83 H 0.096
84 H 0.094
85 C -0.044
86 O 0.004
87 C -0.612
88 O 0.115
89 O 0.006
90 C -0.042
91 H 0.094
92 H 0.098
93 H 0.098
94 H 0.100
95 H 0.081
96 H 0.096
97 C -0.045
98 O 0.002
99 C -0.612



These records have E_tot values of -1447.89373; -4649.67620 Eh, in the order they appear.
These records have HOMO level values of -12.446; -8.644 eV, in the order they appear.
These records have lowest unoccupied orbital energy values of -4.13; -0.42 eV, in the order they appear.